A molecular structure, C6H8O2. Source: the Open Molecules 2025 dataset; level of theory: ωB97M-V with the def2-TZVPD basis set.

Structure (XYZ):
```
16
Properties=species:S:1:pos:R:3:forces:R:3
C 1.230916 -0.298477 -0.589910 2.0 4.9 1.2
C 0.987677 -0.026821 0.932567 -2.5 -0.2 -4.2
C 0.494209 1.233893 -0.501939 -2.8 -4.7 1.7
C -1.018681 0.885610 0.153805 2.3 -1.6 -2.8
C -1.647015 -0.484701 -0.036736 -3.0 -0.7 -0.3
C -0.539743 -0.194184 0.996056 -0.1 -1.7 3.6
H 1.441339 -2.001148 -1.874188 -3.5 3.3 3.5
H 2.302066 -0.002110 -0.917342 -1.5 -0.8 0.6
H 1.528893 -0.511637 1.611003 2.2 -1.6 3.1
H 0.372337 1.772074 -1.401438 0.9 2.0 -0.3
H -1.559175 1.738641 0.274232 -1.5 2.2 1.1
H -2.557324 -0.538061 0.844749 1.8 0.0 -3.4
H -1.992410 -1.102567 -1.244520 1.8 1.8 4.3
H -0.853979 -0.468953 2.069360 0.2 0.8 -1.7
O 0.676891 -1.378519 -1.158940 2.8 -4.2 -4.2
O 1.133998 1.376960 0.843240 0.9 0.7 -2.3
```
Positions in Å, forces in eV/Å.

Spin multiplicity: 1

***

C4H6N2 in the gas phase. Source: the Open Molecules 2025 dataset; level of theory: ωB97M-V with the def2-TZVPD basis set.

Structure (XYZ):
```
12
Properties=species:S:1:pos:R:3:forces:R:3
C -1.722493 -0.084438 1.097007 0.0 0.2 -1.7
C -0.337631 0.095801 -0.015703 0.4 -0.6 0.3
C 0.320364 0.617855 -1.638299 0.3 -3.4 5.5
C 0.267388 -0.788037 -1.076502 0.1 -0.1 -0.3
N -0.821170 0.127819 2.027225 0.1 -0.6 -2.1
N 0.305542 0.295307 1.257913 2.7 1.5 0.0
H -0.509284 0.928630 -2.028140 -4.4 2.0 -3.0
H 1.181954 1.184868 -1.663480 1.6 1.0 0.2
H 1.294339 -1.163354 -0.952676 -0.5 -0.1 0.6
H -0.368658 -1.543892 -1.560907 0.2 0.5 0.1
H -0.896768 0.095434 3.027529 0.1 0.1 0.2
H 1.286417 0.234006 1.526033 -0.6 -0.3 0.3
```
Positions in Å, forces in eV/Å.

Spin multiplicity: 1

***

C17H17N3O2 in the gas phase. Source: the Open Molecules 2025 dataset; level of theory: ωB97M-V with the def2-TZVPD basis set.

Structure (XYZ):
```
39
Properties=species:S:1:pos:R:3:forces:R:3
C -0.243323 -0.834198 1.388626 -3.2 -1.5 -5.0
C -0.274222 0.549388 0.770947 -4.1 0.6 1.7
C -1.766825 1.063899 0.931351 13.2 8.8 -6.6
N -2.854876 0.534424 1.097660 -9.4 -4.2 6.4
C -3.587469 -0.451861 0.503751 -0.3 0.7 3.4
O -4.485675 -0.986995 1.110446 -0.8 0.1 -0.1
C -3.097096 -0.689575 -0.760122 -0.3 -6.0 -4.8
C -3.926594 0.036968 -1.902998 1.7 -3.5 3.4
C -3.342362 -2.413563 -0.863661 3.1 3.8 -4.5
C -1.866928 2.421197 0.394478 1.3 1.1 -0.5
C -0.686011 3.040266 -0.258128 -4.5 5.1 2.7
C 0.577858 2.573250 -0.164419 -4.4 2.1 -0.6
C 0.833941 1.376374 0.272167 -8.6 -4.4 2.8
C 2.018666 0.922006 -0.012651 7.9 -5.6 3.2
N 3.132061 1.473915 -0.157422 0.7 -0.5 -1.7
C 4.124636 0.417296 -0.090876 3.8 14.3 -4.3
N 5.419156 1.010031 -0.407758 -3.1 -8.8 3.1
C 6.123378 -0.208344 -0.114393 7.3 7.3 -3.5
C 5.861623 -1.487152 0.272975 -2.1 1.7 -0.5
C 4.514287 -1.612293 0.456049 -0.4 -10.0 2.4
C 3.606589 -0.685031 0.225072 -2.6 -2.5 2.2
O 2.336898 -0.504186 0.568382 -2.7 0.1 -1.6
H 0.041203 -1.515295 0.345558 -0.8 1.0 3.6
H -1.238074 -1.161011 1.985689 2.0 0.8 -2.1
H 0.447504 -0.824318 2.099201 3.6 -0.7 2.6
H -3.326948 0.882937 1.957746 0.0 -0.7 -0.6
H -2.005678 -0.610005 -0.763378 -0.4 0.5 -0.5
H -4.866883 -0.415208 -1.794271 -1.8 0.7 0.0
H -3.512571 -0.253481 -2.773800 1.3 -1.3 -3.1
H -3.632937 0.986481 -1.796740 -0.5 4.2 0.4
H -4.279189 -2.780860 -0.744200 -2.8 -0.7 1.1
H -3.062573 -2.718180 -1.928757 -0.4 0.7 0.9
H -2.553450 -2.857721 -0.370383 1.2 -1.1 1.9
H -2.907736 3.063009 0.525538 2.8 -1.9 -0.6
H -0.827909 4.353608 -0.377592 0.5 -4.3 -0.2
H 1.335981 3.173303 -0.316788 3.7 3.0 -1.5
H 7.279442 0.239562 -0.423177 -2.6 -2.5 1.2
H 6.541790 -2.286259 0.298389 0.8 -0.6 0.3
H 4.150298 -2.822374 0.817497 0.8 3.8 -1.0
```
Positions in Å, forces in eV/Å.

SMILES: Cc1c(NC(=O)C(C)C)cccc1-c1nc2ncccc2o1
Spin multiplicity: 1

***

A molecular structure, C39H44ClN2O2P2Ti. Source: the Open Molecules 2025 dataset; level of theory: ωB97M-V with the def2-TZVPD basis set.

Structure (XYZ):
```
91
Properties=species:S:1:pos:R:3:forces:R:3
Ti -0.455821 0.113209 -0.726233 -0.2 -0.7 0.3
C -1.327722 3.131373 -0.912576 0.1 0.0 0.2
N -0.090495 2.392771 -0.625089 0.1 0.2 -0.1
C 0.956349 2.871627 -1.538184 -0.1 0.0 0.0
C 0.321533 2.623978 0.775763 -0.1 0.0 -0.1
C -0.697376 1.988619 1.676402 0.4 0.1 0.2
C -0.985882 2.519160 2.927090 -0.2 0.0 -0.1
C -1.954582 1.907609 3.714049 0.1 0.1 0.1
C -2.586811 0.768391 3.242229 -0.1 -0.1 -0.1
C -2.228918 0.220461 2.011111 -0.1 0.0 0.0
C -1.271910 0.812182 1.186028 -0.1 -0.3 0.1
H -1.582305 2.982760 -1.951039 -0.1 0.0 -0.2
H -1.185721 4.202440 -0.721324 0.0 0.1 0.0
H -2.137584 2.763894 -0.291127 -0.1 0.0 0.1
H 1.119993 3.947785 -1.397442 0.0 0.0 0.0
H 0.656181 2.686643 -2.569423 0.0 0.0 0.0
H 1.878014 2.334294 -1.351727 0.1 0.0 0.0
H 0.430479 3.699340 0.963239 0.0 0.1 0.0
H 1.298236 2.154415 0.912546 0.0 0.0 0.0
H -0.472238 3.409365 3.276467 0.0 0.0 0.0
H -2.209439 2.316857 4.686713 0.0 0.0 0.0
H -3.344037 0.277117 3.844777 0.0 0.0 0.0
H -2.693479 -0.707838 1.710506 0.0 0.1 0.0
C 5.441303 -0.716418 1.799700 0.3 -0.1 0.0
P 3.776212 -0.288011 1.149761 -0.2 -0.1 0.0
C 4.245981 1.145611 0.100847 0.0 0.0 -0.1
C 3.140488 0.574465 2.650310 0.0 0.1 0.1
C 3.757149 1.735611 3.113495 0.0 0.1 0.1
C 3.278877 2.418485 4.223533 0.0 0.0 0.0
C 2.165851 1.922819 4.891007 0.1 0.0 0.0
C 1.551464 0.761411 4.446474 0.1 0.1 0.1
C 2.020349 0.064980 3.332462 0.0 0.1 -0.1
P 1.067512 -1.350831 2.636500 0.0 -0.3 0.0
C 2.229240 -2.760644 2.943488 0.1 0.0 -0.1
C -0.046415 -1.753010 4.044217 0.0 0.1 0.0
H 5.956296 0.140029 2.244809 0.0 0.0 0.0
H 6.046731 -1.108816 0.976950 0.0 0.0 0.1
H 5.344961 -1.499378 2.554853 0.0 0.0 0.0
H 5.044814 1.765875 0.515811 0.0 0.0 0.0
H 3.354074 1.748876 -0.057879 0.1 0.0 0.0
H 4.562192 0.771170 -0.875028 0.0 0.0 0.0
H 4.626359 2.126911 2.591361 -0.1 0.0 0.1
H 3.767717 3.327637 4.558492 0.0 -0.1 0.0
H 1.767102 2.442775 5.756160 0.0 0.0 0.0
H 0.679451 0.402305 4.973696 0.0 0.0 0.0
H 2.739330 -2.678155 3.906323 0.0 0.0 0.0
H 2.962836 -2.848044 2.138919 -0.1 0.0 0.1
H 1.613012 -3.661543 2.948962 0.1 0.1 0.0
H 0.501671 -1.916558 4.977402 0.0 0.0 0.0
H -0.572807 -2.666464 3.770513 0.0 0.0 0.0
H -0.794316 -0.977944 4.188344 -0.1 0.1 0.0
N -1.467585 0.278203 -2.363443 0.1 -0.1 0.3
C -1.595967 0.240139 -3.605942 0.0 0.2 -0.1
C -0.865705 1.237133 -4.462768 0.1 0.0 0.0
C -1.368555 2.520564 -4.638759 0.1 0.1 -0.2
C -0.638706 3.465604 -5.350274 -0.1 0.0 0.1
C 0.596854 3.129857 -5.881928 0.1 0.1 -0.1
C 1.097545 1.847140 -5.711616 0.0 -0.1 0.0
C 0.366679 0.897638 -5.010832 0.0 0.1 0.0
C -2.432549 -0.774976 -4.313602 0.0 0.1 0.0
C -2.848872 -1.899669 -3.609626 -0.2 -0.2 -0.3
C -3.624500 -2.861513 -4.241073 0.1 0.1 0.1
C -3.990681 -2.703730 -5.570914 -0.1 -0.1 -0.1
C -3.572242 -1.587377 -6.277469 0.1 0.1 0.0
C -2.786660 -0.626184 -5.650781 -0.1 -0.1 -0.1
H -2.331250 2.784549 -4.218854 0.0 0.0 0.0
H -1.036200 4.464437 -5.482358 0.0 0.0 0.0
H 1.171362 3.869144 -6.428488 0.0 0.0 0.0
H 2.066224 1.583887 -6.119540 0.0 0.0 0.0
H 0.762021 -0.099423 -4.858917 0.0 0.0 0.0
H -2.541835 -2.028463 -2.586395 0.0 0.0 0.1
H -3.935366 -3.740995 -3.689749 0.0 0.0 0.0
H -4.597219 -3.458550 -6.059035 0.0 0.0 0.0
H -3.850879 -1.462782 -7.315736 0.0 0.0 0.0
H -2.453334 0.242079 -6.203153 0.0 0.0 0.0
Cl -1.790475 -5.721005 4.546141 0.0 0.0 0.1
C -1.758080 -4.694003 3.126378 -0.1 0.0 -0.1
C -0.660567 -4.718897 2.272375 -0.1 0.0 0.0
C -0.637231 -3.901424 1.161975 0.1 0.0 0.0
C -1.700711 -3.011788 0.831354 0.0 -0.3 0.1
C -1.600769 -2.208313 -0.323110 0.7 0.9 0.2
C -2.817160 -3.069752 1.709071 0.0 0.0 -0.1
C -2.841478 -3.876746 2.832837 0.1 -0.1 0.0
H 0.176253 -5.377157 2.487939 -0.1 0.0 0.0
H 0.224500 -3.930995 0.498590 -0.1 0.0 0.1
H -2.413082 -1.642031 -0.718658 -0.8 -0.1 -0.1
H -0.777177 -2.433275 -0.981581 -0.2 -0.3 -0.3
H -3.698525 -2.476234 1.482508 0.1 0.0 0.0
H -3.711558 -3.883185 3.479535 0.0 0.0 0.0
O 0.859542 -1.117215 -1.058545 0.1 -0.4 0.1
O 1.360038 0.205708 -1.039795 0.3 0.6 -0.1
```
Positions in Å, forces in eV/Å.

Total charge: -1
Spin multiplicity: 1

***

Summary of E_HOMO in eV
-9.19; -7.89; -8.77; -3.11
(order as listed above)
Summary of ΔE to the lowest compared entry with this formula, charge and spin in kcal/mol
184.7; 174.9; 318.3; 16.7
(order as listed above)